{"formula": "C6H14N2O2", "method": "wB97M-V/def2-TZVPD", "elements": ["C", "N", "C", "C", "O", "H", "H", "H", "H", "H", "H", "H", "C", "N", "C", "C", "O", "H", "H", "H", "H", "H", "H", "H"], "xyz": [[0.1920, 0.2613, 1.9659], [-0.3758, -1.0567, 1.8148], [-1.2262, -1.4335, 0.8372], [-1.9183, -2.7387, 1.1082], [-1.4164, -0.7649, -0.1715], [0.4348, 0.4397, 2.9889], [1.0246, 0.4221, 1.2642], [-0.5179, 1.0104, 1.6850], [-0.3703, -1.6407, 2.6432], [-1.5031, -3.3224, 1.9010], [-2.9077, -2.4972, 1.3705], [-1.9204, -3.3790, 0.2422], [-0.5216, 2.3974, -1.8472], [0.2564, 1.2447, -1.4142], [1.5878, 1.2294, -1.5646], [2.2387, -0.0490, -1.0964], [2.1964, 2.1646, -2.0019], [-0.7494, 3.0881, -1.0687], [-0.0064, 3.0090, -2.6195], [-1.4442, 2.0431, -2.3241], [-0.2018, 0.6091, -0.7961], [2.3268, 0.0084, -0.0384], [1.6233, -0.9339, -1.3654], [3.1988, -0.1116, -1.5132]], "atomic_forces_ev_per_a": [[0.2, 0.1, -1.4], [0.0, -0.4, 1.1], [0.4, 0.1, -0.2], [0.7, -0.1, -0.6], [0.0, -0.1, 0.3], [0.5, 0.0, 0.6], [0.0, -0.1, 0.7], [-0.7, 0.5, -0.2], [0.1, 0.2, -0.4], [0.5, -0.1, 0.7], [-1.5, 0.2, 0.2], [-0.1, 0.0, -0.5], [0.1, -0.2, -1.5], [-0.7, 1.3, -0.5], [-0.5, -1.0, 0.7], [-1.5, -0.4, -0.5], [1.3, 1.2, -0.9], [-0.3, 0.4, 0.9], [0.1, -0.8, 0.5], [0.1, 0.1, 0.3], [-0.4, -0.7, 0.0], [0.2, -0.2, 0.9], [0.4, 0.5, 0.2], [1.3, -0.2, -0.6]], "lowdin_charge": [-0.054, 0.015, -0.529, 0.010, 0.037, 0.083, 0.062, 0.083, 0.133, 0.070, 0.075, 0.088, -0.066, 0.015, -0.591, 0.007, 0.056, 0.064, 0.092, 0.084, 0.057, 0.046, 0.100, 0.063], "total_charge": 0, "relative_energy_kj_mol": 63.3, "total_energy_ev": -13524.9688, "e_lumo_ev": 0.54, "homo_ev": -9.02, "smiles": "CNC(C)=O.CNC(C)=O"}